{"formula": "C40H43AlBBrFNO8PS", "method": "ωB97M-V/def2-TZVPD", "symbols": ["C", "C", "C", "C", "N", "C", "O", "Al", "C", "C", "C", "Br", "B", "O", "O", "C", "O", "C", "P", "S", "C", "C", "F", "H", "H", "H", "H", "H", "H", "H", "H", "H", "H", "H", "H", "H", "H", "H", "H", "H", "H", "H", "H", "H", "H", "H", "H", "H", "H", "H", "C", "C", "C", "C", "C", "C", "C", "O", "C", "C", "C", "C", "C", "C", "C", "O", "H", "H", "H", "H", "H", "H", "H", "H", "C", "C", "C", "C", "C", "C", "C", "O", "C", "C", "C", "C", "C", "C", "C", "O", "H", "H", "H", "H", "H", "H", "H", "H"], "xyz": [[-3.96540, 1.24074, -0.67522], [-3.41342, 0.54005, -1.92513], [-2.00469, -0.02795, -1.71456], [-2.04924, -1.37527, -0.99057], [-0.79131, -1.85437, -0.45893], [-0.51661, -1.48543, 0.91712], [-0.91955, -2.48683, 1.79304], [0.39230, -3.71216, 1.97400], [0.26834, -5.44177, 0.96455], [0.03316, -6.66898, 1.85324], [-1.26556, -6.71380, 2.67296], [-2.73025, -5.63320, 1.99071], [0.90468, -4.10753, 4.03383], [2.16969, -4.61062, 4.42345], [0.00606, -3.87286, 5.05952], [0.48825, -3.57217, 6.36293], [1.58435, -2.56858, 1.18264], [1.02261, -1.31278, 1.15535], [1.16374, -0.62702, 2.92635], [2.76985, -1.09048, 3.97781], [1.79287, -0.45137, 0.14000], [2.96914, 0.34904, 0.65506], [0.91525, 0.47392, -0.48454], [-3.16000, 1.68472, -0.08523], [-4.52547, 0.55442, -0.04032], [-4.64872, 2.04733, -0.95199], [-3.42790, 1.21417, -2.78368], [-4.07243, -0.30329, -2.15988], [-1.41547, 0.68507, -1.12919], [-1.51574, -0.14448, -2.68720], [-2.76211, -1.31864, -0.16240], [-2.45220, -2.12119, -1.68759], [-0.01531, -1.65487, -1.07389], [-1.05389, -0.55981, 1.20321], [1.24457, -5.58691, 0.47611], [-0.46226, -5.40282, 0.15230], [0.05906, -7.58818, 1.25299], [0.85655, -6.75122, 2.57205], [-1.11085, -6.38324, 3.69709], [-1.66252, -7.72492, 2.70954], [2.82698, -3.89777, 4.42773], [1.06907, -4.39733, 6.78186], [-0.37942, -3.39077, 6.99926], [1.11349, -2.67572, 6.34220], [-0.01328, -1.05423, 3.54582], [1.00037, 0.76892, 2.85211], [2.13368, -1.14673, -0.63397], [3.61961, -0.26706, 1.27521], [2.61511, 1.20295, 1.23545], [3.54488, 0.73638, -0.18623], [-9.36606, 7.04153, -1.22800], [-9.38212, 8.36465, -0.79933], [-8.20439, 8.98972, -0.42757], [-7.00340, 8.29169, -0.47578], [-6.98990, 6.96060, -0.89374], [-8.17347, 6.34049, -1.27531], [-5.72072, 6.17601, -0.92875], [-5.70185, 5.02476, -1.30321], [-4.47337, 6.85862, -0.47879], [-3.28729, 6.13452, -0.45254], [-2.11429, 6.74755, -0.04649], [-2.11994, 8.08691, 0.32850], [-3.29920, 8.81182, 0.30683], [-4.48191, 8.19955, -0.09098], [-5.74458, 8.99181, -0.08256], [-5.75346, 10.16220, 0.23529], [-10.28763, 6.55671, -1.52275], [-10.31715, 8.90799, -0.75622], [-8.19691, 10.01905, -0.09607], [-8.14074, 5.31001, -1.60193], [-3.30119, 5.09438, -0.74903], [-1.19276, 6.18102, -0.02113], [-1.20041, 8.56380, 0.64184], [-3.32204, 9.85270, 0.59921], [4.77430, -5.71373, -0.23153], [4.60609, -4.60225, 0.58373], [5.02952, -3.35364, 0.15884], [5.63800, -3.21502, -1.08202], [5.82918, -4.33835, -1.89534], [5.38933, -5.58451, -1.46624], [6.50329, -4.23113, -3.21575], [6.66908, -5.19768, -3.93141], [6.98300, -2.88035, -3.64065], [7.65463, -2.75431, -4.85121], [8.09735, -1.51195, -5.27058], [7.86651, -0.38726, -4.48497], [7.20088, -0.50821, -3.27758], [6.76158, -1.75505, -2.84839], [6.06427, -1.86117, -1.52844], [5.86351, -0.87168, -0.85754], [4.41998, -6.68167, 0.09810], [4.12012, -4.69640, 1.54684], [4.87969, -2.48124, 0.78070], [5.53100, -6.43965, -2.11288], [7.81971, -3.63987, -5.44967], [8.62227, -1.41617, -6.21246], [8.20853, 0.58467, -4.81687], [7.01292, 0.35314, -2.65108]], "lowdin_charge": [-0.11, -0.27, -0.22, -0.22, 0.02, -0.44, -0.17, 0.22, -0.25, -0.37, -0.59, 0.65, -0.62, 0.02, -0.06, -0.10, -0.16, -0.58, 0.51, 0.15, -0.32, -0.07, -0.05, 0.07, 0.07, 0.05, 0.09, 0.10, 0.09, 0.11, 0.12, 0.11, 0.11, 0.14, 0.05, 0.04, 0.09, 0.09, 0.04, 0.04, 0.04, 0.08, 0.08, 0.07, 0.01, -0.02, 0.15, 0.05, 0.07, 0.08, -0.06, -0.06, -0.01, -0.08, -0.08, 0.00, -0.28, 0.11, -0.08, 0.00, -0.05, -0.06, -0.01, -0.09, -0.28, 0.10, 0.11, 0.11, 0.12, 0.12, 0.12, 0.11, 0.11, 0.12, -0.05, -0.03, 0.02, -0.08, -0.09, 0.00, -0.28, 0.10, -0.08, -0.01, -0.07, -0.07, -0.01, -0.08, -0.27, 0.10, 0.11, 0.12, 0.12, 0.12, 0.12, 0.10, 0.10, 0.12], "orbital_gap_ev": 4.71, "total_charge": -1, "e_lumo_ev": 0.14, "e_homo_ev": -4.570}